Entry from OMol25: C22H29DyI2N2O3P2 as an isolated structure in a non-equilibrium geometry (ωB97M-V/def2-TZVPD).

Its HOMO energy (spin up / spin down) is -13.40 / -13.40 eV. The total charge is +2. The value obtained for the frontier orbital gap (spin up / spin down) is 5.38 / 5.53 eV. As for the spin multiplicity: 6.

Positions of all 61 atoms, in Å:
I: 0.28549 -0.64202 -5.22430
I: -0.30819 1.91411 -4.54483
Dy: 0.00962 -0.32167 -0.04855
P: -2.48919 -0.18441 -0.04806
C: -3.29939 1.31604 0.34694
C: -2.98255 -0.71419 -1.66221
H: -4.06216 -0.87144 -1.61036
H: -4.05910 -1.54686 0.99840
H: -2.47702 -1.65364 -1.94693
H: -2.47271 -2.39152 0.91398
H: -3.03714 2.11404 -0.36602
H: -2.74310 0.04475 -2.42057
C: -2.98173 -1.43260 1.11319
H: -4.36864 1.10588 0.29310
H: -2.74451 -1.13905 2.14810
H: -3.03572 1.66819 1.35728
P: 2.49524 -0.09518 -0.04301
C: 3.24984 1.42983 0.36158
C: 3.02390 -1.33116 1.12283
H: 2.54027 -1.56246 -1.94157
H: 4.09534 -0.72447 -1.59919
H: 2.74640 0.14344 -2.41189
C: 3.01156 -0.60659 -1.65321
H: 2.54995 -2.30660 0.91730
H: 4.10672 -1.40808 1.00776
H: 4.32617 1.25564 0.31100
H: 2.96756 1.77292 1.36862
H: 2.77765 -1.04296 2.15544
H: 2.96470 2.21798 -0.35404
C: -0.03578 1.90883 0.47189
O: -0.06599 3.09532 0.77984
O: 0.81078 2.09612 2.90052
C: 0.45138 0.98743 3.23233
N: 0.32634 0.55155 4.59889
C: 0.00130 -0.79562 4.70381
C: -0.11704 -1.17999 3.21005
O: -0.42395 -2.32151 2.75836
N: 0.11292 -0.12342 2.39893
C: 1.20063 -1.44765 5.44382
C: 2.01318 -2.41244 4.88592
C: 3.11817 -2.89730 5.60182
C: 3.41320 -2.40699 6.85567
C: 2.60359 -1.42185 7.42106
C: 1.50014 -0.94346 6.70257
C: -1.36016 -0.92977 5.40331
C: -1.54172 -1.70729 6.53205
C: -2.78992 -1.76273 7.16439
C: -3.85945 -1.04730 6.66388
C: -3.68979 -0.26559 5.52166
C: -2.43486 -0.21255 4.89595
H: 0.52740 1.23964 5.30255
H: 1.82018 -2.82690 3.87437
H: 3.76194 -3.67045 5.15005
H: 4.28159 -2.77427 7.41558
H: 2.83022 -1.01693 8.41589
H: 0.89017 -0.15554 7.17865
H: -0.71886 -2.30031 6.97297
H: -2.91589 -2.38163 8.06725
H: -4.83723 -1.08783 7.15667
H: -4.53573 0.30670 5.11657
H: -2.34085 0.43090 4.00027

Forces on the atoms, in the same order (eV/Å):
-0.1364 0.5290 0.2696
0.1347 -0.6109 0.0403
-0.1541 -4.3215 1.9810
-1.0425 1.0896 0.3628
-0.9282 1.0865 0.2024
-0.2405 -0.3010 -0.8896
-0.0290 -0.1842 -0.4163
-0.1342 -0.2561 0.1226
-0.3481 0.2120 0.0695
-0.2994 0.2674 0.1327
-0.1750 -0.3157 0.1736
-0.1691 -0.1486 0.1751
0.0093 -0.6263 0.5420
-0.1926 0.4451 0.1265
-0.0918 -0.0827 -0.3544
-0.1241 -0.2433 -0.3051
1.1194 1.4234 0.4068
1.0224 1.0726 0.1860
0.0241 -0.5977 0.4928
0.3391 0.2184 0.0554
0.0628 -0.1866 -0.4343
0.1811 -0.1467 0.1877
0.2796 -0.3595 -0.9165
0.2938 0.2273 0.0876
0.0574 -0.2915 0.1446
0.1758 0.4668 0.1189
0.0484 -0.2216 -0.2458
0.1023 -0.0099 -0.3386
0.1766 -0.3210 0.1750
-0.1482 12.2140 3.0264
-0.1169 -9.6996 -3.3146
0.0433 -0.7126 -0.3199
-0.0695 -0.9410 3.2019
0.5470 3.5568 -4.5437
0.1023 -1.6088 0.9221
-0.8862 -3.1890 -0.6728
0.7910 2.5920 0.6203
0.4150 1.2466 -0.9803
-0.8090 -0.1348 -0.3991
0.4370 -0.7276 -0.6287
0.1488 -0.3634 -0.7081
0.2909 0.0977 0.6142
-0.3510 0.2542 -0.1804
0.4658 0.2845 1.1124
0.2741 -0.4616 -0.1460
0.0827 -0.7215 0.7567
0.3030 -0.3635 0.3545
-0.4880 0.2155 -0.0693
0.2601 0.0880 -0.3466
-1.0964 0.4628 -0.2276
-0.0141 -0.2767 0.3504
-0.0482 0.2913 0.8433
-0.4265 0.4665 0.2725
-0.4020 0.1009 -0.3072
-0.1363 -0.2018 -0.5120
0.2236 -0.5240 -0.3898
-0.5193 0.4768 -0.4805
0.1121 0.3733 -0.5617
0.4399 0.0122 -0.1977
0.4584 -0.2671 0.1996
0.1549 -0.3537 0.5597